# 1
Entry from OMol25: a single C4H7NO molecule (ωB97M-V/def2-TZVPD).

Structure (ORCA input):
```
! wB97M-V def2-TZVPD RIJCOSX def2/J DEFGRID3
* xyz 0 1
C 1.697 -0.372 0.818
C 0.888 0.498 0.011
O 0.550 1.709 0.246
C -0.395 -0.445 -0.542
C -1.656 -0.188 0.188
N -1.395 0.354 -1.165
H 1.485 0.369 -0.964
H 1.986 -1.348 0.424
H 2.105 -0.074 1.788
H -0.117 -1.401 -0.989
H -1.594 0.501 1.032
H -2.440 -0.945 0.241
H -1.116 1.343 -1.088
*
```

Values from the calculation:
ΔE to the lowest compared entry with this formula, charge and spin = 5.797 eV
Kohn-Sham gap (alpha / beta) = 8.721 / 7.107 eV
Lowest unoccupied orbital energy (alpha / beta) = -0.94 / -1.83 eV
Calculated total energy = -286.41860 Ha
M = 85.11 g/mol


# 2
Entry from OMol25: a single C25H30N4O6 molecule (ωB97M-V/def2-TZVPD).

Structure (ORCA input):
```
! wB97M-V def2-TZVPD RIJCOSX def2/J DEFGRID3
* xyz 0 1
C 2.317 1.265 2.652
O 2.661 2.046 1.527
C 1.803 2.974 1.012
C 2.367 3.792 0.036
C 1.618 4.710 -0.675
C 0.262 4.840 -0.415
C -0.638 5.626 -1.327
C -0.856 4.844 -2.652
N -0.590 3.426 -2.453
C 0.665 2.979 -2.825
O 1.390 3.587 -3.576
N 1.041 1.765 -2.307
C 0.310 1.047 -1.394
C 0.846 -0.057 -0.737
C 0.076 -0.749 0.184
C 0.625 -1.889 0.980
O 0.300 -2.076 2.138
N 1.526 -2.661 0.329
C 1.983 -3.911 0.886
C 1.363 -5.104 0.146
N -0.054 -4.899 -0.082
C -0.595 -5.801 -1.084
C -2.046 -5.412 -1.367
O -2.832 -5.476 -0.203
C -2.300 -4.634 0.793
C -0.856 -4.998 1.129
C -1.242 -0.359 0.431
C -1.778 0.723 -0.228
C -1.003 1.450 -1.131
C -1.502 2.714 -1.686
O -2.609 3.156 -1.466
C -0.292 4.085 0.611
C 0.446 3.156 1.335
O -0.101 2.382 2.326
C -1.423 2.636 2.734
H 3.213 0.686 2.876
H 2.065 1.888 3.511
H 1.489 0.586 2.443
H 3.417 3.660 -0.172
H 2.085 5.300 -1.448
H -0.204 6.598 -1.563
H -1.601 5.781 -0.841
H -1.885 4.957 -2.994
H -0.167 5.183 -3.424
H 1.990 1.483 -2.515
H 1.878 -0.324 -0.914
H 1.605 -2.565 -0.671
H 3.074 -3.970 0.817
H 1.700 -3.906 1.940
H 1.839 -5.195 -0.836
H 1.574 -6.028 0.712
H -0.010 -5.711 -2.003
H -0.562 -6.852 -0.745
H -2.498 -6.101 -2.083
H -2.068 -4.390 -1.776
H -2.940 -4.751 1.668
H -2.333 -3.588 0.451
H -0.484 -4.295 1.874
H -0.822 -6.019 1.546
H -1.815 -0.910 1.160
H -2.792 1.048 -0.052
H -1.342 4.207 0.823
H -1.537 3.658 3.109
H -1.612 1.929 3.540
H -2.139 2.461 1.926
*
```

Values from the calculation:
ΔE to the lowest compared entry with this formula, charge and spin = 0.175 eV
Kohn-Sham gap = 7.899 eV
Lowest unoccupied orbital energy = -0.07 eV
Calculated total energy = -1641.17189 Ha
M = 482.54 g/mol
SMILES = COc1ccc(CCn2c(=O)[nH]c3cc(C(=O)NCCN4CCOCC4)ccc3c2=O)cc1OC


Q: Which of these has the highest calculated total energy?
A: C4H7NO